Record 1
This record from the OMol25 dataset describes a 10-piece molecular cluster, C18H56O10 overall. The level of theory is ωB97M-V/def2-TZVPD.

```
! wB97M-V def2-TZVPD RIJCOSX def2/J DEFGRID3
* xyz 0 1
C -1.6662 -0.7275 5.4278
C -0.6195 -0.2326 4.5556
C -1.1274 0.4388 3.3322
O 0.1948 0.6961 5.2500
H -2.5682 -0.1158 5.4107
H -1.3343 -0.9015 6.4514
H -2.0848 -1.6565 5.0407
H -0.0238 -1.1176 4.3322
H -0.2483 0.7694 2.7790
H -1.6355 1.3888 3.4980
H -1.7781 -0.2489 2.7922
H 0.2398 0.3089 6.1274
C 4.3044 0.2843 0.1440
C 3.4597 -0.1942 1.3805
C 2.9720 0.9691 2.3350
O 2.2711 -0.7706 0.9059
H 4.7362 -0.6231 -0.2782
H 5.1267 0.8793 0.5413
H 3.7522 0.7539 -0.6700
H 3.9291 -0.9916 1.9565
H 2.2054 1.5623 1.8366
H 3.8478 1.5436 2.6365
H 2.5584 0.6302 3.2848
H 1.7790 -0.0709 0.4702
C 2.8417 -2.2577 -1.9073
C 1.6331 -3.1314 -2.2944
C 0.6324 -3.0641 -1.1499
O 0.9232 -2.5068 -3.3495
H 2.5102 -1.2206 -1.8552
H 3.6778 -2.3962 -2.5927
H 3.2280 -2.3239 -0.8903
H 1.8966 -4.1619 -2.5322
H 0.2128 -2.0835 -0.9254
H 1.0832 -3.4937 -0.2553
H -0.1556 -3.7959 -1.3280
H 0.1274 -2.9959 -3.5711
C -3.2583 -3.5413 2.0118
C -3.4728 -2.8685 0.6320
C -4.4673 -1.6726 0.7115
O -2.2909 -2.3343 0.1978
H -4.0256 -4.1833 2.4443
H -3.2273 -2.7208 2.7287
H -2.2547 -3.9602 2.0857
H -3.7114 -3.6731 -0.0636
H -4.6861 -1.0501 -0.1561
H -4.1187 -0.9477 1.4472
H -5.4689 -2.0088 0.9793
H -2.5459 -1.7566 -0.5253
C 1.5856 1.0396 -4.0413
C 0.0903 0.8562 -3.9658
C -0.2533 0.2030 -5.3233
O -0.2413 -0.1028 -2.9545
H 1.8743 1.6358 -3.1757
H 1.9560 1.6474 -4.8668
H 2.1405 0.1086 -3.9249
H -0.4606 1.7735 -3.7580
H -1.1267 -0.4480 -5.2834
H 0.5804 -0.4643 -5.5420
H -0.5080 0.9644 -6.0605
H 0.2273 -0.9337 -3.0625
C 1.5427 4.0456 -1.3378
C 1.0108 4.6458 -0.1200
C -0.3120 5.4644 -0.4065
O 0.6801 3.4698 0.6440
H 0.7228 3.5689 -1.8752
H 2.4093 3.3852 -1.3069
H 1.7245 4.9164 -1.9677
H 1.7738 5.2948 0.3098
H -0.5124 5.5533 -1.4742
H -0.3082 6.4549 0.0484
H -1.1510 4.9216 0.0288
H 0.7650 2.6295 0.1876
O -0.0563 -2.4058 1.9412
H -0.7641 -2.6408 1.3412
H 0.5223 -1.8468 1.4226
O -2.8659 1.9167 0.0292
H -3.6953 2.0284 0.4939
H -2.1962 2.1334 0.6779
O -0.1081 0.6116 -0.2237
H -0.9606 0.3611 0.1324
H -0.2016 0.5017 -1.1699
O -2.6232 -0.2140 -1.4760
H -2.7376 0.7021 -1.2235
H -1.8967 -0.2024 -2.0992
*
```

Summary:
Lowest unoccupied orbital energy (eV): 0.5
SMILES: CC(C)O.CC(C)O.CC(C)O.CC(C)O.CC(C)O.CC(C)O.O.O.O.O
Kohn-Sham gap (eV): 10.09

=====

Record 2
This record from the OMol25 dataset describes a 2-piece molecular cluster, C2H8S4 overall. The level of theory is ωB97M-V/def2-TZVPD.

```
! wB97M-V def2-TZVPD RIJCOSX def2/J DEFGRID3
* xyz 0 1
C -0.4376 -1.6963 -0.1314
S 0.8146 -1.0306 -1.2425
S 2.1231 -2.6107 -1.5406
H -0.0734 -1.8108 0.8928
H -0.8247 -2.6642 -0.4371
H -1.2105 -0.9177 -0.1680
H 1.3771 -3.2164 -2.4770
C 0.6923 1.7809 1.1741
S -0.3395 3.0631 0.4192
S -2.1421 2.0100 0.4028
H 0.3408 0.8301 0.7851
H 0.5867 1.8078 2.2505
H 1.7004 1.9172 0.8075
H -2.6074 2.5376 -0.7355
*
```

Summary:
Lowest unoccupied orbital energy (eV): 0.4
SMILES: CSS.CSS
Kohn-Sham gap (eV): 8.83

=====

Record 3
This record from the OMol25 dataset describes a 2-piece molecular cluster, ClHNO3P overall. The level of theory is ωB97M-V/def2-TZVPD.

```
! wB97M-V def2-TZVPD RIJCOSX def2/J DEFGRID3
* xyz -2 1
N -2.3788 -0.2747 -0.8921
O 1.7379 -1.1728 1.3004
O 1.2971 1.1404 2.2527
O 2.1091 0.8598 -0.2436
P 1.6081 0.2793 1.0487
Cl -2.7968 0.0962 -2.3994
H -1.5766 -0.9282 -1.0668
*
```

Summary:
Lowest unoccupied orbital energy (eV): 6.6
Kohn-Sham gap (eV): 5.02

=====

Record 4
This record from the OMol25 dataset describes a 2-piece molecular cluster, C3H13NSi2 overall. The level of theory is ωB97M-V/def2-TZVPD.

```
! wB97M-V def2-TZVPD RIJCOSX def2/J DEFGRID3
* xyz 0 1
C -3.1470 1.0072 -0.5403
Si -2.0120 0.1577 0.4690
C -2.1946 -1.7201 0.1467
H -3.9050 0.5978 -1.2100
H -3.2130 2.1113 -0.4006
H -0.9306 0.6099 1.1522
H -2.4275 -2.1622 1.1801
H -3.0020 -2.1475 -0.4175
H -1.2809 -2.3705 -0.0192
C 2.0710 -0.9657 -0.1635
Si 2.4658 0.8119 0.2423
N 0.9632 1.5761 0.0225
H 1.4870 -1.1450 -0.9866
H 3.2165 -1.4774 -0.2767
H 1.5851 -1.4186 0.6739
H 2.6620 1.3394 1.8177
H 3.7803 1.2798 -0.4083
H 0.7656 2.4293 0.5252
H 0.7120 1.7460 -0.9708
*
```

Summary:
Lowest unoccupied orbital energy (eV): 0.7
SMILES: C=[SiH]C.C[SiH2]N
Kohn-Sham gap (eV): 8.72

=====

Record 5
This record from the OMol25 dataset describes a 2-piece molecular cluster, C4H10FN2O overall. The level of theory is ωB97M-V/def2-TZVPD.

```
! wB97M-V def2-TZVPD RIJCOSX def2/J DEFGRID3
* xyz 1 1
C 1.1399 0.5985 0.0567
C -1.4394 -0.6621 1.3464
C -1.4847 -0.5073 -1.1960
C -1.1689 0.0516 0.0747
N 1.3332 1.8533 -0.1536
N 1.8909 -0.4026 0.2907
O 3.2366 -0.5275 -0.0691
F -1.4570 1.3487 0.1985
H -1.1819 -0.2394 2.3618
H -1.0415 -1.7064 1.3209
H -2.5493 -0.7025 1.3318
H -1.4081 -1.6089 -1.4970
H -2.6060 -0.3943 -1.2173
H -0.9796 0.0715 -2.1386
H 0.5683 2.5044 -0.1601
H 2.2812 2.1655 -0.0229
H 1.5777 -1.2871 0.4769
H 3.2887 -0.5553 -1.0037
*
```

Summary:
Lowest unoccupied orbital energy (eV): -4.3
Kohn-Sham gap (eV): 9.43

=====

Record 6
This record from the OMol25 dataset describes C33H35BCl2F3N10O4SSn as an isolated structure. The level of theory is ωB97M-V/def2-TZVPD.

```
! wB97M-V def2-TZVPD RIJCOSX def2/J DEFGRID3
* xyz -2 2
Sn -0.3518 0.1986 0.4049
C -3.8661 1.5150 2.4817
C -3.2743 0.2842 3.0901
C -3.9248 -0.6756 3.8867
C -2.9473 -1.6029 4.1729
N -1.7983 -1.1901 3.5972
N -2.0035 -0.0447 2.9204
B -0.4942 -2.0340 3.4754
N 0.7720 -1.1598 3.6483
C 1.8099 -1.4882 4.4440
C 2.6166 -0.3894 4.5896
C 2.0098 0.6006 3.8052
C 2.4280 2.0206 3.6240
N 0.8991 0.1258 3.2462
N -0.6326 -2.7963 2.1247
C -0.6549 -4.1283 1.9179
C -1.2394 -4.3748 0.6978
C -1.5798 -3.1150 0.1940
C -2.3252 -2.7934 -1.0577
N -1.2038 -2.1671 1.0489
N -0.4421 -2.9817 4.7028
C -0.6226 -2.5545 5.9731
C -0.2193 -3.5538 6.8255
C 0.2304 -4.5804 5.9703
C 0.8554 -5.8881 6.3363
N 0.0945 -4.2193 4.7053
H -4.7813 1.7863 3.0068
H -4.1108 1.3416 1.4315
H -3.1638 2.3469 2.5271
H -4.9541 -0.6827 4.2056
H -3.0014 -2.5205 4.7336
H 1.9146 -2.4807 4.8507
H 3.5396 -0.3187 5.1393
H 3.2499 2.0998 2.9106
H 2.7608 2.4338 4.5770
H 1.5854 2.5991 3.2515
H -0.2385 -4.7980 2.6447
H -1.4192 -5.3311 0.2363
H -2.1290 -3.5471 -1.8184
H -2.0052 -1.8273 -1.4431
H -3.3987 -2.7624 -0.8567
H -1.0139 -1.5733 6.1858
H -0.2345 -3.5536 7.9027
H 0.3399 -6.3387 7.1852
H 1.9012 -5.7409 6.6152
H 0.8259 -6.5666 5.4855
F 3.7785 -0.3974 1.0545
C 3.0356 -0.8898 -0.0097
F 1.8792 -1.4231 0.6579
F 3.7184 -2.0412 -0.3308
C -1.0088 0.7401 -9.2737
C -1.1704 1.4609 -7.9642
C -0.4130 2.6105 -7.6408
C -0.5564 3.2552 -6.4378
C -1.5034 2.7727 -5.4843
C -2.2594 1.6022 -5.7907
C -2.0953 0.9794 -6.9971
S -1.4833 3.3359 -3.8546
O -0.7461 4.5785 -3.7770
O -2.8117 3.3146 -3.2777
N -0.6293 2.2393 -2.8937
C 0.6789 1.8501 -3.4187
C 1.3260 0.7329 -2.5864
C 0.3670 -0.4814 -2.6577
O 0.4445 -1.2244 -3.6203
O -0.5209 -0.5591 -1.7198
H -0.3323 1.2820 -9.9389
H -1.9744 0.6294 -9.7875
H -0.6061 -0.2722 -9.1318
H 0.3122 2.9821 -8.3608
H 0.0346 4.1272 -6.1853
H -2.9562 1.2261 -5.0498
H -2.6663 0.0823 -7.2201
H -1.2246 1.4311 -2.7274
H 1.3038 2.7475 -3.4138
H 0.6014 1.4956 -4.4526
H 2.2977 0.3721 -0.7706
H 2.2364 0.4353 -3.1064
Cl 4.4819 1.4947 -2.1768
C 3.5010 2.7082 -1.4207
C 4.0940 3.9460 -1.1959
C 3.3786 4.9265 -0.5312
C 2.0821 4.6894 -0.1249
C 1.4977 3.4578 -0.3956
Cl -0.1391 3.2230 0.0782
C 2.1894 2.4156 -1.0260
N 1.5929 1.1384 -1.1902
H 5.1016 4.1271 -1.5407
H 3.8549 5.8749 -0.3162
H 1.5066 5.4307 0.4114
*
```

Summary:
Lowest unoccupied orbital energy (alpha / beta) (eV): 3.9 / 3.9
Kohn-Sham gap (alpha / beta) (eV): 2.74 / 6.66

=====

Record 7
This record from the OMol25 dataset describes C31H24CoN3O8P as an isolated structure. The level of theory is ωB97M-V/def2-TZVPD.

```
! wB97M-V def2-TZVPD RIJCOSX def2/J DEFGRID3
* xyz -2 4
Co -1.1378 -0.1060 -0.6741
N -2.7284 -0.6826 0.8671
C -2.8833 0.3072 1.9290
C -1.5736 1.0837 2.0907
O -1.4589 1.8309 3.0619
O -0.7177 0.8609 1.1757
H -3.6075 -1.0795 0.5573
H -2.1389 -1.4472 1.1867
H -3.1462 -0.1201 2.8997
H -3.6626 1.0209 1.6570
O -2.5175 -5.7829 -2.4999
C -2.2735 -4.6537 -2.1418
C -1.1933 -4.2369 -1.1592
O -0.4363 -4.9846 -0.5588
C -1.2915 -2.7901 -1.0950
C -2.2949 -2.2838 -1.9464
O -2.4933 -1.0298 -2.0251
C -3.0046 -3.3946 -2.5950
O -3.9789 -3.3626 -3.3220
O -0.5943 -1.9818 -0.3750
C 6.3500 0.2162 2.8243
C 5.7531 1.4602 2.6849
C 4.4249 1.5495 2.2795
C 3.6722 0.4116 1.9988
C 4.2899 -0.8321 2.1443
C 5.6116 -0.9316 2.5524
P 1.8829 0.7069 1.5500
C 1.2122 -0.7686 2.4119
C 0.7377 -0.5817 3.7104
C 0.2175 -1.6483 4.4303
C 0.1539 -2.9135 3.8555
C 0.6225 -3.1079 2.5628
C 1.1591 -2.0413 1.8518
C 1.8902 0.2170 -0.2459
C 3.1363 0.1621 -0.8923
C 3.2718 0.0036 -2.2644
C 2.1404 -0.1069 -3.0542
C 0.8977 -0.0597 -2.4408
C 0.7616 0.1127 -1.0688
H 7.3809 0.1373 3.1487
H 6.3168 2.3614 2.8958
H 3.9533 2.5213 2.1804
H 3.7277 -1.7362 1.9380
H 6.0677 -1.9089 2.6615
H 0.7395 0.4139 4.1394
H -0.1587 -1.4859 5.4338
H -0.2797 -3.7400 4.4068
H 0.5594 -4.0789 2.0861
H 1.4956 -2.2018 0.8365
H 4.0427 0.2481 -0.3089
H 4.2620 -0.0401 -2.7022
H 2.2126 -0.2364 -4.1275
H 0.0059 -0.1656 -3.0544
N -4.9609 4.7340 -3.8421
C -3.5502 4.6952 -3.7821
O -2.9110 5.5289 -4.4427
C -2.9673 3.7003 -2.9331
C -3.7069 2.8116 -2.0917
C -3.0691 1.8590 -1.3595
N -1.7152 1.6756 -1.3436
C -0.9963 2.5501 -2.1184
C -1.5535 3.5295 -2.8806
H -5.2610 5.2627 -4.6468
H -5.4197 3.8393 -3.7661
H -4.7826 2.8856 -1.9916
H -3.6405 1.1822 -0.7391
H 0.0774 2.4464 -2.0680
H -0.9215 4.1958 -3.4520
*
```

Summary:
Lowest unoccupied orbital energy (alpha / beta) (eV): 4.1 / 4.1
Kohn-Sham gap (alpha / beta) (eV): 4.58 / 6.60

=====

Record 8
This record from the OMol25 dataset describes C24H16N6OS2SeY as an isolated structure. The level of theory is ωB97M-V/def2-TZVPD.

```
! wB97M-V def2-TZVPD RIJCOSX def2/J DEFGRID3
* xyz 1 1
Y -0.2982 1.8974 -0.0282
Se 5.0733 -3.4807 1.7754
N 3.3420 -3.5504 1.4033
C 3.0136 -2.3869 0.9033
C 1.6739 -2.0604 0.4307
C 0.6319 -2.9935 0.4425
C -0.5990 -2.6333 -0.0533
C -0.7678 -1.3351 -0.5205
N 0.2047 -0.4258 -0.5108
C 1.4251 -0.7811 -0.0533
C 2.4875 0.2384 -0.0852
N 2.1574 1.4828 -0.4979
C 3.1154 2.4017 -0.5826
C 4.4411 2.1534 -0.2520
C 4.7740 0.9033 0.2176
C 3.7852 -0.0772 0.3109
C 4.0610 -1.4120 0.8293
N 5.2343 -1.7890 1.2698
H 0.8190 -3.9831 0.8399
H -1.4284 -3.3257 -0.0699
H -1.7273 -1.0047 -0.8977
H 2.8169 3.3878 -0.9218
H 5.1782 2.9371 -0.3478
H 5.7834 0.6576 0.5203
S -2.6708 1.3188 0.8336
C -2.1468 0.0185 1.9189
C -3.0458 -1.0300 2.1145
C -2.7104 -2.1358 2.8799
C -3.6391 -3.2271 2.9913
N -4.3981 -4.0860 3.0595
C -1.4550 -2.1872 3.4984
C -0.5763 -1.1276 3.3471
C -0.8926 -0.0211 2.5577
S 0.3336 1.2498 2.4357
C -1.0440 -3.3420 4.2494
N -0.6945 -4.2781 4.8155
H -4.0122 -0.9942 1.6301
H 0.3892 -1.1679 3.8336
C -1.9728 3.5802 -4.1029
C -3.1705 2.6752 -3.8176
C -2.9045 2.1849 -2.4020
O -1.4463 2.2726 -2.2265
C -0.8544 2.8049 -3.4437
H -2.0971 4.5527 -3.6239
H -1.7944 3.7365 -5.1645
H -3.1866 1.8393 -4.5174
H -4.1237 3.1944 -3.8858
H -3.2042 1.1553 -2.2263
H -3.3655 2.8198 -1.6469
H -0.5266 1.9672 -4.0626
H 0.0124 3.4063 -3.1670
*
```

Summary:
Lowest unoccupied orbital energy (eV): -4.1
Kohn-Sham gap (eV): 6.61

=====

| no. | E_tot (a.u.) |
| --- | --- |
| 1 | -1471.740255 |
| 2 | -1673.727490 |
| 3 | -1082.627898 |
| 4 | -755.727847 |
| 5 | -442.627387 |
| 6 | -3984.490048 |
| 7 | -3686.121621 |
| 8 | -4564.001929 |